No. 1
ORCA calculation (ωB97M-V/def2-TZVPD) on 2 unconnected molecules or ions with the total composition C4H12NO2.

Total charge: +1
E, Eh: -364.6044
ΔE to the lowest compared entry with this formula, charge and spin, kcal per mole: 19.3

Last column: Löwdin charge in e.
Element x y z (Å)
O: 0.700 2.124 0.116  0.101
C: 0.507 1.097 0.710  -0.182
C: -0.023 -0.139 0.010  -0.272
C: 1.017 -1.257 -0.081  -0.194
C: 1.385 -1.784 1.299  -0.081
N: -0.425 0.311 -1.354  0.206
H: 0.737 0.990 1.783  0.148
H: -0.912 -0.492 0.544  0.170
H: 1.904 -0.858 -0.567  0.128
H: 0.642 -2.066 -0.711  0.123
H: 1.970 -1.044 1.854  0.081
H: 0.527 -2.021 1.919  0.086
H: 2.043 -2.653 1.279  0.090
H: 0.290 0.950 -1.717  0.169
H: -1.327 0.842 -1.308  0.119
H: -0.517 -0.487 -1.987  0.175
H: -2.525 2.809 -0.267  0.083
H: -3.433 1.790 -0.964  0.081
O: -2.561 1.889 -0.557  -0.030

---

No. 2
ORCA calculation (ωB97M-V/def2-TZVPD) on a single C25H29N5O5 molecule.

E, Eh: -1620.0673
ΔE to the lowest compared entry with this formula, charge and spin, kcal per mole: 0.0
SMILES: COc1ccc(-n2nc(C(=O)NCC(=O)NCCCN3CCOCC3)c3ccccc3c2=O)cc1

Last column: Löwdin charge in e.
Element x y z (Å)
C: 4.487 5.869 -0.818  -0.085
O: 3.081 5.832 -0.745  -0.080
C: 2.444 4.670 -1.034  -0.276
C: 3.071 3.480 -1.392  -0.004
C: 2.322 2.351 -1.670  0.000
C: 0.938 2.400 -1.604  -0.189
N: 0.144 1.255 -1.875  0.023
N: -0.891 1.107 -1.064  0.149
C: -1.724 0.117 -1.176  -0.122
C: -2.775 0.070 -0.117  -0.411
O: -3.578 -0.846 0.008  0.039
N: -2.746 1.125 0.717  0.090
C: -3.607 1.237 1.873  -0.064
C: -3.058 0.393 3.041  -0.494
O: -2.567 0.890 4.032  0.059
N: -3.186 -0.924 2.817  0.070
C: -2.567 -1.938 3.638  -0.172
C: -1.349 -2.546 2.936  -0.158
C: -0.150 -1.582 2.965  -0.184
N: 0.925 -1.855 2.033  -0.173
C: 0.625 -1.547 0.650  -0.166
C: 1.919 -1.640 -0.162  -0.188
O: 2.503 -2.915 -0.054  -0.124
C: 2.775 -3.223 1.294  -0.195
C: 1.500 -3.182 2.139  -0.171
C: -1.574 -0.885 -2.201  -0.085
C: -2.427 -1.981 -2.380  0.000
C: -2.188 -2.886 -3.390  -0.052
C: -1.102 -2.727 -4.249  -0.054
C: -0.255 -1.654 -4.093  0.002
C: -0.480 -0.727 -3.073  -0.071
C: 0.443 0.400 -2.938  -0.362
O: 1.386 0.611 -3.673  0.088
C: 0.304 3.584 -1.238  -0.010
C: 1.048 4.706 -0.955  0.005
H: 4.768 6.889 -0.561  0.093
H: 4.945 5.177 -0.103  0.096
H: 4.843 5.639 -1.827  0.097
H: 4.145 3.415 -1.455  0.106
H: 2.820 1.436 -1.944  0.115
H: -1.985 1.779 0.601  0.131
H: -3.660 2.282 2.180  0.129
H: -4.603 0.875 1.602  0.130
H: -3.547 -1.219 1.915  0.108
H: -2.271 -1.465 4.577  0.122
H: -3.306 -2.717 3.846  0.119
H: -1.083 -3.484 3.426  0.108
H: -1.621 -2.769 1.901  0.108
H: 0.284 -1.587 3.970  0.128
H: -0.498 -0.567 2.761  0.114
H: 0.236 -0.528 0.600  0.112
H: -0.119 -2.237 0.210  0.128
H: 1.726 -1.483 -1.225  0.115
H: 2.621 -0.875 0.201  0.129
H: 3.213 -4.222 1.297  0.124
H: 3.499 -2.501 1.702  0.126
H: 1.743 -3.380 3.184  0.128
H: 0.811 -3.964 1.775  0.127
H: -3.268 -2.104 -1.718  0.103
H: -2.851 -3.728 -3.518  0.109
H: -0.927 -3.447 -5.034  0.108
H: 0.594 -1.500 -4.741  0.122
H: -0.773 3.615 -1.187  0.110
H: 0.574 5.633 -0.675  0.120

---

No. 3
ORCA calculation (ωB97M-V/def2-TZVPD) on a gas-phase ion, C3H4NS (charge +1).

Total charge: +1
E, Eh: -569.3277
ΔE to the lowest compared entry with this formula, charge and spin, kcal per mole: 12.4

Last column: Löwdin charge in e.
Element x y z (Å)
C: -0.371 0.936 -0.424  0.000
C: 1.411 -0.369 -0.349  -0.385
C: -0.932 -0.271 0.536  -0.325
N: 0.845 0.753 -0.848  0.042
S: 0.530 -1.260 0.687  1.143
H: -1.009 1.734 -0.703  0.125
H: 2.535 -0.678 -0.504  0.159
H: -1.293 0.012 1.579  0.131
H: -1.715 -0.857 0.027  0.110

---

Copy entry 3 word for word.
ORCA calculation (ωB97M-V/def2-TZVPD) on a gas-phase ion, C3H4NS (charge +1).

Total charge: +1
E, Eh: -569.3277
ΔE to the lowest compared entry with this formula, charge and spin, kcal per mole: 12.4

Last column: Löwdin charge in e.
Element x y z (Å)
C: -0.371 0.936 -0.424  0.000
C: 1.411 -0.369 -0.349  -0.385
C: -0.932 -0.271 0.536  -0.325
N: 0.845 0.753 -0.848  0.042
S: 0.530 -1.260 0.687  1.143
H: -1.009 1.734 -0.703  0.125
H: 2.535 -0.678 -0.504  0.159
H: -1.293 0.012 1.579  0.131
H: -1.715 -0.857 0.027  0.110